No. 1
{
  "formula": "C20H27BNO19P",
  "method": "wB97M-V/def2-TZVPD",
  "gap_ha": 0.254,
  "smiles": "CB(O)C1=C([PH2]=N)C(=O)OC1=O.O=C1OCCO1.O=C1OCCO1.O=C1OCCO1.O=C1OCCO1.O=C1OCCO1",
  "homo_ev": -7.285,
  "total_charge": 0,
  "elements": ["C", "B", "O", "C", "C", "P", "N", "C", "O", "O", "C", "O", "H", "H", "H", "H", "H", "H", "H", "O", "C", "O", "C", "C", "O", "H", "H", "H", "H", "O", "C", "O", "C", "C", "O", "H", "H", "H", "H", "O", "C", "O", "C", "C", "O", "H", "H", "H", "H", "O", "C", "O", "C", "C", "O", "H", "H", "H", "H", "O", "C", "O", "C", "C", "O", "H", "H", "H", "H"],
  "xyz": [[-0.95114, 2.67639, 4.32901], [-0.86614, 1.41708, 3.37255], [-0.48429, 0.21078, 3.86191], [-1.29380, 1.59236, 1.86014], [-0.71874, 1.30911, 0.67811], [0.89812, 0.52388, 0.33575], [1.18253, -0.64730, 1.33711], [-1.64826, 1.75228, -0.40318], [-1.47725, 1.69075, -1.58253], [-2.78148, 2.26669, 0.16770], [-2.59598, 2.25417, 1.53909], [-3.38422, 2.73783, 2.28950], [-1.75603, 2.46310, 5.03786], [-1.17333, 3.59685, 3.79628], [-0.01858, 2.76456, 4.89281], [0.17908, 0.33267, 4.55350], [1.87310, 1.50355, 0.42400], [0.81576, 0.06384, -0.98205], [1.26965, -1.52326, 0.83099], [-1.43247, -1.31434, -0.09586], [-1.97719, -1.83638, 0.82995], [-1.35516, -2.48170, 1.82014], [-2.30456, -2.74333, 2.86386], [-3.61545, -2.72443, 2.10182], [-3.31867, -1.83446, 1.01547], [-2.09021, -3.69891, 3.33593], [-2.23277, -1.95385, 3.60577], [-3.87361, -3.70235, 1.68849], [-4.44756, -2.35212, 2.68792], [2.13815, 3.31451, -0.79219], [1.77377, 3.29811, -1.92627], [1.40614, 4.39019, -2.63231], [1.23000, 3.98956, -3.99820], [0.95653, 2.51135, -3.87505], [1.66100, 2.17668, -2.67084], [0.40996, 4.53571, -4.45539], [2.14859, 4.20001, -4.54773], [-0.10237, 2.28852, -3.73569], [1.33483, 1.94263, -4.72046], [2.77890, 2.80509, -7.03452], [3.79312, 3.41239, -6.90973], [3.87537, 4.75657, -6.77635], [5.22291, 5.08926, -6.41945], [5.99643, 3.89671, -6.94792], [5.02152, 2.85004, -6.87963], [5.51422, 6.03126, -6.87511], [5.28602, 5.18083, -5.33402], [6.30207, 4.02369, -7.98747], [6.86601, 3.64526, -6.34748], [-4.01654, -2.38816, 5.12164], [-3.66461, -3.18677, 5.92937], [-2.43134, -3.22399, 6.47908], [-2.44744, -4.16445, 7.55828], [-3.60494, -5.06633, 7.17650], [-4.43789, -4.18325, 6.41628], [-1.49596, -4.68449, 7.62270], [-2.62616, -3.62534, 8.48967], [-3.29581, -5.89430, 6.53665], [-4.14842, -5.45879, 8.03122], [1.56543, -3.48991, 0.10149], [1.22976, -3.48446, -1.03631], [0.92963, -2.37438, -1.75145], [0.80493, -2.74131, -3.12532], [0.46779, -4.21622, -3.03273], [1.09649, -4.59502, -1.80600], [0.02743, -2.15199, -3.60442], [1.75687, -2.55800, -3.62758], [-0.60578, -4.39225, -2.94669], [0.86202, -4.80248, -3.85859]]
}

=====

No. 2
{
  "formula": "C20H27ClFN3O2",
  "method": "wB97M-V/def2-TZVPD",
  "gap_ha": 0.346,
  "de_lowest_ev": 0.000,
  "smiles": "C[C@H]1CC[C@@H](NC(=O)CN2CCCN(Cc3ccc(F)cc3Cl)C2=O)CC1",
  "homo_ev": -8.835,
  "total_charge": 0,
  "elements": ["C", "C", "C", "C", "C", "N", "C", "O", "C", "N", "C", "C", "C", "N", "C", "C", "C", "C", "C", "F", "C", "C", "Cl", "C", "O", "C", "C", "H", "H", "H", "H", "H", "H", "H", "H", "H", "H", "H", "H", "H", "H", "H", "H", "H", "H", "H", "H", "H", "H", "H", "H", "H", "H", "H"],
  "xyz": [[3.77033, 1.51999, -0.32031], [3.35333, 0.96791, 1.03952], [2.60591, 2.02967, 1.84686], [2.16688, 1.48833, 3.20538], [1.29862, 0.23592, 3.06027], [0.02709, 0.56976, 2.45545], [-1.15918, 0.18643, 2.94469], [-1.33289, -0.37650, 4.00814], [-2.31397, 0.50281, 1.97786], [-2.38972, -0.51719, 0.94672], [-3.09199, -1.73897, 1.26892], [-3.50029, -2.42399, -0.02645], [-2.24312, -2.69995, -0.83683], [-1.46251, -1.49049, -0.96486], [-0.42599, -1.43424, -1.97539], [-0.63757, -0.30459, -2.95177], [-1.91765, 0.13295, -3.26649], [-2.13257, 1.17581, -4.14756], [-1.03582, 1.78881, -4.72416], [-1.22460, 2.80671, -5.58535], [0.25531, 1.38105, -4.44801], [0.43991, 0.33224, -3.56203], [2.05481, -0.18150, -3.24066], [-1.49241, -0.45444, -0.07758], [-0.75423, 0.51486, -0.23311], [2.03101, -0.82071, 2.22423], [2.46281, -0.26302, 0.86993], [4.41074, 2.39131, -0.20183], [2.89193, 1.81334, -0.89124], [4.31341, 0.76902, -0.89010], [4.25336, 0.67573, 1.59408], [1.73417, 2.36071, 1.27880], [3.25033, 2.89888, 1.99678], [3.04834, 1.23058, 3.79621], [1.60829, 2.25237, 3.74921], [1.06481, -0.17254, 4.05003], [0.04749, 0.91480, 1.50159], [-2.15062, 1.46864, 1.49547], [-3.25637, 0.51365, 2.52698], [-2.46371, -2.40458, 1.87659], [-3.97258, -1.47884, 1.86149], [-4.16323, -1.76245, -0.58695], [-4.02719, -3.35441, 0.18106], [-1.64789, -3.48469, -0.34638], [-2.50665, -3.05307, -1.83929], [0.54838, -1.30106, -1.49235], [-0.41476, -2.38777, -2.50983], [-2.76295, -0.34931, -2.80054], [-3.12740, 1.51574, -4.38604], [1.09402, 1.87433, -4.91208], [1.37652, -1.68460, 2.08405], [2.91064, -1.15386, 2.77924], [3.00378, -1.03451, 0.31594], [1.58564, 0.01492, 0.28174]]
}

=====

No. 3
{
  "formula": "C20H27FIMgN3O3",
  "method": "wB97M-V/def2-TZVPD",
  "gap_ha": 0.104,
  "de_lowest_ev": 0.300,
  "homo_ev": -5.047,
  "total_charge": 0,
  "elements": ["C", "C", "H", "H", "H", "H", "H", "H", "Mg", "C", "H", "H", "H", "I", "F", "C", "C", "C", "C", "O", "C", "C", "N", "C", "C", "C", "C", "C", "C", "N", "C", "C", "N", "C", "C", "C", "O", "O", "H", "H", "H", "H", "H", "H", "H", "H", "H", "H", "H", "H", "H", "H", "H", "H", "H", "H"],
  "xyz": [[-1.05540, -2.88792, -4.31603], [0.34484, 1.74661, -5.57393], [-0.16211, -3.51415, -4.20222], [-1.71612, -3.31863, -5.07605], [-1.57361, -2.85360, -3.35053], [0.99051, 0.99704, -5.09532], [-0.42860, 1.25989, -6.19454], [0.98524, 2.29967, -6.27043], [-0.48227, -0.95786, -4.81889], [-0.27500, 2.69884, -4.56445], [0.47428, 3.03550, -3.84146], [-1.08445, 2.22178, -4.00354], [-0.68121, 3.58747, -5.05844], [-2.17226, -0.67749, -6.89303], [-1.74208, 2.91255, 0.93284], [-1.11940, 1.69260, 0.77166], [-0.92013, 1.27133, -0.52214], [-0.14251, 0.11890, -0.75158], [0.11366, -0.36535, -2.08387], [-0.67851, -0.07252, -3.04279], [1.24153, -1.24807, -2.23554], [1.62086, -1.97933, -1.12738], [1.02345, -1.82994, 0.09899], [1.20047, -2.81445, 1.08474], [1.42257, -4.23056, 0.63598], [2.54366, -3.45578, 1.23672], [0.30809, -0.64663, 0.34901], [0.04882, -0.22043, 1.65687], [-0.65148, 0.98170, 1.90304], [-0.82646, 1.42471, 3.22700], [0.34081, 1.36904, 4.09390], [-0.05971, 1.22649, 5.55274], [-1.02364, 2.30992, 5.84001], [-2.23297, 2.34121, 4.99342], [-1.76148, 2.48065, 3.55314], [2.03958, -1.47587, -3.52041], [3.15915, -1.97283, -3.36043], [1.47794, -1.13931, -4.63300], [-1.31371, 1.82396, -1.36916], [2.37734, -2.75810, -1.18931], [0.61272, -2.68319, 1.98955], [0.97770, -5.00452, 1.25963], [1.45790, -4.42673, -0.43670], [3.33908, -3.11247, 0.57305], [2.83037, -3.72532, 2.25266], [0.40839, -0.81897, 2.49454], [0.95212, 2.28998, 3.97433], [0.96794, 0.52115, 3.80529], [-0.56793, 0.28465, 5.76810], [0.80029, 1.34037, 6.21623], [-1.30691, 2.26765, 6.82062], [-0.53749, 3.19099, 5.66359], [-2.84963, 3.19245, 5.29045], [-2.77793, 1.41212, 5.17306], [-1.28349, 3.47258, 3.42498], [-2.63283, 2.41818, 2.89506]]
}

=====

No. 4
{
  "formula": "C20H27N2O3OsPS",
  "method": "wB97M-V/def2-TZVPD",
  "gap_ha": [0.309, 0.171],
  "de_lowest_ev": 0.433,
  "homo_ev": [-14.880, -14.962],
  "multiplicity": 5,
  "total_charge": 2,
  "elements": ["C", "C", "C", "C", "C", "C", "C", "C", "N", "Os", "C", "P", "H", "H", "H", "H", "H", "H", "H", "H", "C", "C", "H", "C", "C", "H", "H", "H", "H", "H", "H", "H", "H", "H", "H", "H", "H", "H", "H", "O", "C", "N", "S", "O", "O", "C", "C", "C", "C", "C", "C", "H", "H", "H", "H"],
  "xyz": [[-4.45555, 1.84618, -1.04254], [-3.74018, 1.23896, -2.07326], [-2.43066, 0.78684, -1.86926], [-1.88393, 0.91367, -0.58678], [-2.59520, 1.52879, 0.45850], [-3.89638, 1.96740, 0.23448], [-1.66252, 0.15228, -2.97811], [-0.14753, 0.43236, -2.94648], [0.22984, 1.62594, -3.60864], [-0.12322, 0.04814, -0.05904], [-1.87406, 1.68011, 1.76283], [-0.04774, 1.80188, 1.29715], [-4.17308, 1.11066, -3.06815], [-4.45041, 2.41850, 1.06018], [-5.45755, 2.22846, -1.23269], [-1.98359, 0.79401, 2.40651], [-2.16278, 2.57089, 2.33012], [-1.76294, -0.94355, -2.91645], [-2.05194, 0.48889, -3.94790], [0.28480, 0.43796, -1.86980], [0.81181, 2.04086, 2.86035], [-0.05344, 3.50107, 0.60392], [0.38242, -0.39483, -3.44328], [-0.25157, 2.89025, -3.11631], [1.56615, 1.66537, -4.14948], [1.02783, -0.35642, 1.02889], [0.01024, 3.64806, -3.86725], [-1.33788, 2.87468, -2.96576], [0.23410, 3.19000, -2.16775], [1.64587, 2.54759, -4.79474], [2.34011, 1.73841, -3.36282], [1.75179, 0.75528, -4.73470], [-0.38619, 4.22072, 1.36325], [0.96330, 3.75804, 0.28913], [-0.72609, 3.58576, -0.25542], [0.36845, 2.86206, 3.43609], [0.76889, 1.12272, 3.45239], [1.85894, 2.28270, 2.65053], [1.52491, 0.05967, -0.02979], [1.32393, -2.07999, -2.16048], [0.65145, -2.37683, -1.17101], [-0.56463, -1.74724, -0.83838], [-1.61190, -2.67066, 0.19151], [-2.10010, -1.78898, 1.23692], [-2.57066, -3.38705, -0.59756], [-0.18861, -3.63669, 0.65916], [-0.08752, -4.29906, 1.87291], [1.16222, -4.81919, 2.22867], [2.27790, -4.65600, 1.39391], [2.16331, -3.95035, 0.19894], [0.92322, -3.40259, -0.14203], [-0.97466, -4.39356, 2.49640], [1.25382, -5.39134, 3.14826], [3.24201, -5.08009, 1.67805], [3.00906, -3.77817, -0.46197]]
}